Entry 1:
A molecular structure, C27H25BrI2N5O4PRu. Source: the OMol25 dataset; level of theory: wB97M-V/def2-TZVPD.

Last column: Löwdin spin population.
Atoms and positions in Å:
Ru1 -0.655 0.478 0.109  0.807
I1 -5.780 0.648 0.679  0.004
C1 -4.350 2.140 0.878  0.021
C2 -4.746 3.469 1.130  -0.004
C3 -3.827 4.475 1.241  0.018
I2 -4.501 6.410 1.620  0.003
C4 -2.443 4.194 1.087  -0.001
C5 -1.404 5.148 1.147  0.007
C6 -0.108 4.761 0.954  -0.003
C7 0.175 3.413 0.701  0.007
N1 -0.761 2.492 0.652  -0.012
C8 -2.067 2.859 0.839  -0.002
C9 -3.022 1.807 0.747  -0.008
O1 -2.591 0.575 0.528  0.062
H1 -5.800 3.686 1.235  -0.001
H2 -1.647 6.184 1.340  0.000
H3 0.702 5.476 0.989  0.000
H4 1.192 3.086 0.534  0.000
Br1 -0.718 -4.424 -1.010  0.000
C10 -0.810 -4.340 0.880  0.000
C11 -0.881 -5.559 1.537  0.000
C12 -0.924 -5.603 2.921  0.000
C13 -0.889 -4.431 3.662  0.000
C14 -0.813 -3.218 3.007  0.000
C15 -0.777 -3.149 1.611  0.000
C16 -0.705 -1.799 1.023  0.000
O2 -0.433 -0.786 1.758  0.015
O3 -0.871 -1.555 -0.211  0.001
H5 -0.900 -6.471 0.958  0.000
H6 -0.984 -6.562 3.418  0.000
H7 -0.924 -4.464 4.742  0.000
H8 -0.791 -2.291 3.563  0.000
O4 -0.911 1.252 -1.736  0.063
N2 -1.469 0.402 -2.626  -0.001
C17 -2.598 -0.256 -2.328  0.003
C18 -3.164 -1.093 -3.269  0.000
C19 -2.566 -1.237 -4.508  0.002
C20 -1.403 -0.530 -4.785  0.000
C21 -0.867 0.290 -3.821  0.001
H9 -2.996 -0.088 -1.335  0.000
H10 -4.071 -1.620 -3.011  0.000
H11 -2.999 -1.888 -5.254  0.000
H12 -0.908 -0.607 -5.742  0.000
H13 0.023 0.888 -3.941  0.000
C22 4.295 -0.757 -1.392  0.000
N3 4.086 0.684 -1.228  0.004
C23 4.648 1.096 0.059  0.000
N4 4.124 0.345 1.199  0.000
C24 4.337 -1.083 0.961  0.000
N5 3.757 -1.557 -0.294  0.000
C25 2.298 -1.517 -0.259  -0.001
P1 1.683 0.210 -0.019  0.009
C26 2.675 1.037 -1.339  0.005
C27 2.719 0.648 1.448  0.001
H14 5.370 -0.935 -1.445  0.000
H15 3.843 -1.081 -2.331  0.000
H16 4.459 2.161 0.210  0.000
H17 5.727 0.941 0.019  0.000
H18 3.917 -1.652 1.792  0.000
H19 5.412 -1.262 0.927  0.000
H20 1.936 -2.144 0.559  0.000
H21 1.885 -1.923 -1.185  0.000
H22 2.552 2.121 -1.275  0.000
H23 2.295 0.725 -2.316  0.000
H24 2.354 0.074 2.303  0.000
H25 2.609 1.705 1.697  0.000

Cartesian forces, eV/Å:
Ru -0.2 0.0 -0.1
I 0.0 0.0 0.0
C 0.0 0.0 0.0
C 0.0 0.0 0.0
C 0.0 0.0 0.0
I 0.0 0.0 0.0
C 0.0 0.0 0.0
C 0.0 0.0 0.0
C 0.0 0.0 0.0
C 0.0 0.0 0.0
N 0.0 -0.1 0.0
C 0.0 0.0 0.0
C 0.0 0.0 0.0
O -0.1 0.1 0.1
H 0.0 0.0 0.0
H 0.0 0.0 0.0
H 0.0 0.0 0.0
H 0.0 0.0 0.0
Br 0.0 0.0 0.0
C 0.0 0.0 0.0
C 0.0 0.0 0.0
C 0.0 0.0 0.0
C 0.0 0.0 0.0
C 0.0 0.0 0.0
C 0.0 0.0 0.0
C 0.1 0.0 0.0
O 0.1 0.1 0.0
O -0.1 -0.1 0.0
H 0.0 0.0 0.0
H 0.0 0.0 0.0
H 0.0 0.0 0.0
H 0.0 0.0 0.0
O 0.2 0.0 0.1
N -0.1 0.0 0.0
C 0.0 0.0 0.0
C 0.0 0.0 0.0
C 0.0 0.0 0.0
C 0.0 0.0 0.0
C 0.0 0.0 0.0
H 0.0 0.0 0.0
H 0.0 0.0 0.0
H 0.0 0.0 0.0
H 0.0 0.0 0.0
H 0.0 0.0 0.0
C 0.0 0.0 0.0
N 0.0 0.0 0.0
C 0.0 0.0 0.0
N 0.0 0.0 0.0
C 0.0 0.0 0.0
N 0.0 0.0 0.0
C 0.0 0.0 0.0
P 0.1 0.0 0.0
C 0.0 0.0 0.0
C 0.0 0.0 0.0
H 0.0 0.0 0.0
H 0.0 0.0 0.0
H 0.0 0.0 0.0
H 0.0 0.0 0.0
H 0.0 0.0 0.0
H 0.0 0.0 0.0
H 0.0 0.0 0.0
H 0.0 0.0 0.0
H 0.0 0.0 0.0
H 0.0 0.0 0.0
H 0.0 0.0 0.0
H 0.0 0.0 0.0

Values from the calculation:
F_max, Eh/bohr: 0.0044
Total charge: +1
Energy, Eh: -5224.09387
2S+1: 2

Entry 2:
8 unconnected molecules or ions with the total composition C16H22Cl15F6NO5 in a non-equilibrium geometry. Source: the OMol25 dataset; level of theory: wB97M-V/def2-TZVPD.

Last column: Löwdin spin population.
Atoms and positions in Å:
C1 -11.129 21.240 -26.544  0.000
O1 -11.889 22.077 -26.988  0.000
N1 -10.338 21.568 -25.521  0.000
C2 -9.352 20.710 -24.931  0.001
C3 -10.285 22.918 -24.987  0.002
H1 -11.128 20.199 -26.901  0.000
H2 -8.380 21.071 -25.267  0.000
H3 -9.364 19.674 -25.269  0.000
H4 -9.404 20.737 -23.842  0.001
H5 -10.943 23.064 -24.130  0.001
H6 -9.293 23.177 -24.618  0.002
H7 -10.553 23.713 -25.682  0.000
C4 -2.574 18.619 -30.126  0.000
C5 -3.577 17.923 -29.099  0.000
O2 -4.114 18.794 -28.069  0.000
C6 -5.115 19.649 -28.280  0.000
O3 -5.622 19.906 -29.390  0.000
C7 -5.553 20.494 -27.009  0.000
F1 -6.364 21.509 -27.304  0.001
F2 -6.145 19.731 -26.109  0.001
F3 -4.428 20.991 -26.476  0.001
H8 -1.609 18.918 -29.717  0.000
H9 -3.008 19.548 -30.497  0.000
H10 -2.466 17.999 -31.016  0.000
H11 -3.059 17.115 -28.583  0.000
H12 -4.344 17.405 -29.676  0.000
C8 -5.835 22.792 -23.652  0.007
C9 -6.520 23.951 -22.864  0.013
O4 -7.923 23.724 -22.655  0.104
C10 -8.203 22.920 -21.537  0.400
O5 -7.364 22.122 -21.004  0.285
C11 -9.676 22.765 -21.229  0.083
F4 -9.864 22.739 -19.909  0.030
F5 -10.418 23.651 -21.844  0.018
F6 -10.137 21.589 -21.633  0.038
H13 -5.788 21.869 -23.074  0.003
H14 -4.771 23.029 -23.641  0.002
H15 -6.248 22.604 -24.643  0.001
H16 -6.531 24.809 -23.537  0.001
H17 -6.055 24.234 -21.919  0.005
C12 2.126 18.377 -28.978  0.000
Cl1 0.815 17.261 -29.432  0.000
Cl2 2.059 19.610 -30.241  0.000
Cl3 3.677 17.553 -29.051  0.000
H18 2.051 18.758 -27.959  0.000
C13 -7.828 17.335 -29.043  0.000
Cl4 -8.611 18.666 -28.162  0.000
Cl5 -8.999 16.147 -29.720  0.000
Cl6 -6.649 16.441 -28.006  0.000
H19 -7.289 17.790 -29.874  0.000
C14 -4.935 23.070 -30.594  0.000
Cl7 -5.853 24.255 -31.400  0.000
Cl8 -3.549 23.812 -29.714  0.001
Cl9 -4.354 21.791 -31.739  0.000
H20 -5.630 22.635 -29.876  0.000
C15 -1.185 15.441 -25.936  0.000
Cl10 -1.143 15.255 -27.746  0.000
Cl11 0.530 15.544 -25.400  0.000
Cl12 -1.806 13.853 -25.381  0.000
H21 -1.658 16.379 -25.645  0.000
C16 0.665 17.903 -34.072  0.000
Cl13 2.348 18.186 -33.558  0.000
Cl14 -0.523 17.775 -32.796  0.000
Cl15 0.469 16.570 -35.247  0.000
H22 0.491 18.871 -34.541  0.000

Cartesian forces, eV/Å:
C -0.5 1.0 0.7
O -0.9 0.0 -1.2
N 0.7 -0.3 0.4
C 0.9 -0.4 -0.2
C -0.2 1.0 0.2
H 0.4 -0.1 0.1
H 0.3 0.1 0.4
H -0.6 0.0 -0.1
H 0.0 0.0 0.0
H -0.1 -0.3 0.0
H 0.2 -0.4 0.0
H -0.1 -0.5 -0.4
C -1.4 0.4 0.9
C 1.2 0.3 -1.5
O -0.5 0.3 0.6
C -0.9 1.0 -3.5
O 1.2 -1.0 3.0
C 1.0 -0.5 -0.3
F 0.3 -0.5 -0.4
F -0.2 -0.3 0.2
F -0.1 0.2 0.1
H 0.0 -0.5 0.2
H -0.3 0.0 0.1
H 0.1 -0.3 0.3
H 0.0 0.4 0.4
H -0.5 0.5 0.1
C 0.6 0.3 1.8
C -1.4 -0.8 -1.2
O 0.5 -0.2 -0.5
C -0.5 0.3 1.6
O 0.0 0.0 -0.6
C 4.5 0.2 -0.8
F -0.9 0.5 1.1
F -1.5 1.7 -0.2
F -1.4 -2.5 -0.8
H -0.8 -0.1 0.1
H 0.3 0.4 -0.8
H 0.1 0.3 0.1
H 0.2 0.3 0.1
H 0.3 -0.4 0.0
C -0.1 -0.4 -0.9
Cl 0.2 -0.1 0.8
Cl 0.3 0.7 0.5
Cl 0.3 -0.2 0.1
H -0.5 0.1 -0.4
C 0.0 -0.3 0.1
Cl 0.1 -0.7 -0.2
Cl 0.4 0.7 0.3
Cl -0.5 0.6 -0.4
H 0.0 -0.2 0.2
C 0.7 -0.9 0.6
Cl -0.6 1.0 -0.9
Cl -0.5 -0.5 -0.3
Cl -0.2 0.6 0.6
H 0.6 -0.4 0.0
C 1.6 -1.5 -1.1
Cl -0.4 0.5 0.7
Cl -0.5 0.3 0.0
Cl -0.3 1.1 0.4
H -0.5 -0.6 0.1
C 0.2 1.0 -0.8
Cl -0.2 -0.8 0.3
Cl 0.3 -0.2 0.3
Cl 0.3 0.5 0.5
H -0.5 -0.6 -0.4

Values from the calculation:
F_max, Eh/bohr: 0.0883
Total charge: -1
Energy, Eh: -8555.84101
2S+1: 2